Record 1
9
Properties=species:S:1:pos:R:3:mulliken_charge:R:1 method="wB97M-V/def2-TZVPD" relative_energy_ev=5.2158 e_lumo_ev="-1.36 / -1.84" max_force_ev_per_a=3.522 e_tot_ha=-408.59386 homo_lumo_gap_ev="8.903 / 7.456"
C 1.2927 1.1647 -0.1307 0.48
N 2.2958 1.4690 -0.6145 -0.37
N -0.9105 0.9035 0.3716 -0.31
N 0.3172 0.6079 0.5952 -0.28
N 0.0571 -1.5364 -0.0746 0.68
O 0.8078 -2.4800 0.0362 -0.43
O -1.0936 -1.4919 -0.4052 -0.42
H -1.2585 1.1123 -0.6477 0.31
H -1.5079 0.2509 0.8695 0.34

Record 2
22
Properties=species:S:1:pos:R:3:mulliken_charge:R:1 method="wB97M-V/def2-TZVPD" relative_energy_ev=2.5286 e_lumo_ev=-3.63 max_force_ev_per_a=5.377 e_tot_ha=-542.40122 charge=+1 homo_lumo_gap_ev=10.131
Li -0.0106 0.2538 0.5344 0.93
O -0.7536 -1.5732 1.3574 -0.53
H -0.2196 -2.1362 1.9444 0.30
H -1.0926 -2.0472 0.5894 0.27
O -1.0716 1.5588 0.4484 -0.46
H -1.2796 2.3238 0.9354 0.24
H -1.7906 1.7358 -0.2316 0.26
O -2.5766 0.5108 -1.7396 -0.76
H -1.7706 -0.0732 -1.3106 0.43
H -2.0866 1.2938 -2.3486 0.30
O 1.9944 -1.5542 0.2034 -0.49
H 2.7444 -1.1002 -0.1126 0.27
H 1.9594 -2.4072 -0.0566 0.25
O 0.8734 0.8278 2.3524 -0.69
H 0.2404 0.7888 3.1934 0.35
H 1.6444 0.2148 2.3094 0.33
O -0.6196 -0.8702 -1.5226 -0.60
H -0.5296 -1.8672 -1.4676 0.30
H 0.0554 -0.8262 -2.2686 0.30
O 1.2274 1.4248 -0.7686 -0.49
H 1.8084 1.1748 -1.4196 0.24
H 1.2534 2.3478 -0.6216 0.24

Record 3
90
Properties=species:S:1:pos:R:3:mulliken_charge:R:1 method="wB97M-V/def2-TZVPD" relative_energy_ev=0.0000 e_lumo_ev=-0.16 max_force_ev_per_a=0.330 e_tot_ha=-4339.49568 homo_lumo_gap_ev=6.423
Sn -1.1507 -0.4252 -0.1762 0.94
I 0.1979 0.7094 3.2296 0.26
C 2.0380 0.0642 4.0496 -0.06
C 1.9283 -0.1069 5.4009 -0.68
C 3.0542 -0.3652 6.2089 -0.84
C 4.2826 -0.3993 5.6365 -0.80
C 4.4363 -0.2569 4.2344 1.04
C 5.7477 -0.3130 3.7046 -0.84
C 5.9694 -0.2284 2.3661 -1.07
C 4.8639 -0.1273 1.5030 -0.01
C 3.5672 -0.0656 1.9541 0.55
P 2.2380 -0.0861 0.6650 -0.05
C 2.7599 1.3368 -0.3785 0.87
C 2.3380 2.5925 0.0700 -0.76
C 2.6221 3.7420 -0.6554 -0.56
C 3.3185 3.6542 -1.8560 -0.53
C 3.7445 2.4137 -2.3100 -0.85
C 3.4705 1.2639 -1.5747 0.13
C 2.6797 -1.5475 -0.3414 0.29
C 3.2710 -2.6872 0.2070 -0.61
C 3.4489 -3.8345 -0.5595 -0.70
C 3.0477 -3.8591 -1.8888 -0.61
C 2.4345 -2.7398 -2.4405 -0.90
C 2.2322 -1.6033 -1.6679 -0.21
C 3.3055 -0.0738 3.3713 0.26
H 0.9577 -0.0095 5.8681 0.41
H 2.9302 -0.4947 7.2775 0.38
H 5.1726 -0.5387 6.2402 0.35
H 6.5745 -0.4276 4.3981 0.36
H 6.9753 -0.2646 1.9637 0.42
H 5.0429 -0.1195 0.4331 0.35
H 1.7732 2.6656 0.9950 0.23
H 2.2891 4.7068 -0.2889 0.47
H 3.5226 4.5463 -2.4370 0.41
H 4.2936 2.3364 -3.2413 0.43
H 3.8116 0.3053 -1.9492 0.47
H 3.6013 -2.6788 1.2385 0.44
H 3.9130 -4.7086 -0.1162 0.43
H 3.2085 -4.7466 -2.4909 0.43
H 2.1056 -2.7474 -3.4743 0.43
H 1.7254 -0.7490 -2.1064 0.33
Cl -0.1603 4.1908 -6.1701 -0.25
C -0.4121 2.9394 -4.9823 0.02
C -0.4659 1.6011 -5.3954 -0.55
C -0.6839 0.6073 -4.4816 0.54
Cl -0.7154 -1.0496 -5.0070 -0.22
C -0.8886 0.8686 -3.0894 -0.16
O -1.1553 -0.1109 -2.3022 -0.47
C -0.7660 2.2338 -2.7061 1.45
C -0.8256 2.6738 -1.3343 -0.42
O -0.9562 1.9778 -0.3286 -0.23
C -0.5455 3.2439 -3.6623 -1.33
H -0.3264 1.3512 -6.4396 0.47
H -0.7096 3.7611 -1.1939 0.22
H -0.4779 4.2751 -3.3305 0.41
I -1.8562 -5.9812 2.8888 0.09
C -1.4343 -5.0384 1.0829 -0.41
C -0.9028 -5.7444 0.0166 -0.22
C -0.6456 -5.0662 -1.1624 -0.75
C -0.9229 -3.7111 -1.2299 -0.42
N -1.4313 -3.0370 -0.1946 -0.09
C -1.6888 -3.6838 0.9425 -0.23
H -0.6950 -6.8029 0.1052 0.40
H -0.2264 -5.5788 -2.0179 0.47
H -0.7290 -3.1359 -2.1321 0.53
H -2.1018 -3.0964 1.7595 0.43
C -5.2838 2.8411 -3.2326 -0.50
C -4.5076 3.2595 -2.1571 -0.67
C -4.1191 2.3472 -1.1831 -0.21
C -4.4867 0.9962 -1.2603 0.35
C -5.2749 0.6008 -2.3458 -0.29
C -5.6761 1.5115 -3.3183 -0.64
Si -3.8182 -0.2817 -0.0485 0.99
C -4.1982 0.2222 1.7199 0.25
C -5.1298 -0.4622 2.5062 -0.53
C -5.3573 -0.0989 3.8296 -0.59
C -4.6499 0.9541 4.3970 -0.40
C -3.7106 1.6427 3.6380 -1.03
C -3.4859 1.2744 2.3166 -0.12
H -5.5828 3.5487 -3.9978 0.39
H -4.1995 4.2968 -2.0824 0.40
H -3.5331 2.6988 -0.3389 0.23
H -5.5787 -0.4388 -2.4353 0.32
H -6.2990 1.1829 -4.1429 0.39
H -4.6354 -1.5028 -0.3030 -0.45
H -5.6902 -1.2877 2.0763 0.34
H -6.0905 -0.6377 4.4192 0.38
H -4.8260 1.2340 5.4292 0.39
H -3.1479 2.4593 4.0769 0.44
H -2.7384 1.8190 1.7399 0.69

Record 4
14
Properties=species:S:1:pos:R:3:mulliken_charge:R:1 method="wB97M-V/def2-TZVPD" relative_energy_ev=0.1003 e_lumo_ev="-8.87 / -12.34" max_force_ev_per_a=1.149 s_squared=0.766 spin_multiplicity=2 e_tot_ha=-228.48998 charge=+2 homo_lumo_gap_ev="11.163 / 10.609"
C 0.8398 0.6192 1.0425 -1.29
C 0.2166 -0.0856 -0.0798 0.49
C -1.1486 -0.2298 -0.3810 -0.14
N -2.0733 0.4869 0.1908 -0.16
N 1.1461 -0.8140 -0.9689 -0.27
H 1.2018 -0.0519 1.8383 0.39
H 1.7418 1.1756 0.7239 0.41
H 0.2036 1.4222 1.4186 0.40
H -1.4490 -0.8777 -1.2018 0.36
H -1.8368 0.9230 1.0820 0.25
H -3.0452 0.4502 -0.1138 0.31
H 1.3762 -0.2712 -1.8143 0.40
H 2.0140 -1.0078 -0.4524 0.41
H 0.8130 -1.7391 -1.2841 0.42

Record 5
28
Properties=species:S:1:pos:R:3:mulliken_charge:R:1 method="wB97M-V/def2-TZVPD" relative_energy_ev=6.1382 e_lumo_ev=0.89 max_force_ev_per_a=2.967 e_tot_ha=-537.07831 homo_lumo_gap_ev=7.853
C 0.4703 0.2542 -2.2970 -0.14
C -0.0878 -1.5247 -0.6754 -0.79
C -0.6302 1.7648 -0.8010 -0.43
C -0.4064 -0.8883 1.4798 -1.83
C 1.8197 -2.0627 0.9114 -1.60
C -0.3536 -3.3468 0.9523 -1.51
C 0.5446 2.6649 -2.6872 -1.02
C -1.8164 3.6726 0.2059 -0.58
C 0.3195 -1.9302 0.6561 2.16
N 0.3829 -0.7792 -1.5278 0.05
N 0.0801 1.5282 -1.8615 0.33
O -0.8524 3.1589 -0.7068 -0.24
H 0.7227 0.1458 -3.3717 0.31
H -1.3880 -0.6190 1.1790 0.38
H -0.5818 -1.3375 2.4477 0.45
H 0.2119 -0.0395 1.3609 0.44
H 2.3898 -1.1766 0.8809 0.41
H 1.9031 -2.3577 2.0150 0.34
H 2.2880 -2.8346 0.3193 0.39
H 0.0553 -3.9777 0.2060 0.46
H -0.0952 -3.6659 2.0182 0.36
H -1.4321 -3.3709 0.8758 0.38
H 1.3138 2.3253 -3.3943 0.39
H -0.4087 2.9681 -3.1764 0.30
H 0.8767 3.4342 -2.0498 0.30
H -2.5304 2.7840 0.3878 0.30
H -2.2141 4.5745 -0.3151 0.21
H -1.3498 4.0479 1.1815 0.21

Record 6
42
Properties=species:S:1:pos:R:3:mulliken_charge:R:1 method="wB97M-V/def2-TZVPD" relative_energy_ev=12.5926 e_lumo_ev=0.21 max_force_ev_per_a=16.791 smiles="CCOC(=O)N1CCN(CC(=O)Nc2ccc(F)c(F)c2)CC1" e_tot_ha=-1172.28762 homo_lumo_gap_ev=7.903
C 2.4921 3.8888 -0.6478 -0.89
C 2.1614 2.6113 -1.4566 -0.28
O 2.4764 1.2692 -0.9250 -0.40
C 1.6647 0.9821 0.3437 0.67
O 0.6036 1.4881 0.8001 -0.72
N 2.2665 0.0516 0.8418 0.10
C 3.1494 -0.8380 0.1937 -0.95
C 2.3278 -1.6548 -0.5512 -0.47
N 0.9157 -1.7695 -0.1780 -0.11
C 0.1594 -2.9583 -0.8792 -0.94
C -1.3107 -2.2769 -0.5808 0.62
O -2.2432 -3.1757 -0.8851 -0.75
N -1.5420 -1.0731 -0.2242 0.09
C -2.5994 -0.4664 -0.0923 1.21
C -2.5392 0.9745 0.3313 -0.58
C -3.5172 1.9151 0.3954 -0.95
C -4.9124 1.3141 0.3953 0.36
F -5.9744 2.2031 0.2402 -0.31
C -5.0626 -0.0635 -0.2024 0.45
F -6.3013 -0.5398 -0.1144 -0.30
C -4.0214 -0.7544 -0.1697 -0.87
C 1.0108 -1.8878 1.3214 -0.38
C 1.4497 -0.6799 1.8302 -0.90
H 2.0263 4.8849 -1.2176 0.32
H 3.6013 3.8230 -0.4448 0.28
H 1.8296 4.0102 0.4841 0.19
H 2.6223 2.6452 -2.4704 0.36
H 0.9724 2.5595 -1.5697 0.24
H 3.8096 -1.4355 1.0501 0.32
H 3.8736 -0.2425 -0.3087 0.46
H 2.3887 -1.5142 -1.7823 0.27
H 2.8511 -2.8332 -0.2682 0.24
H 0.1560 -3.8589 -0.3262 0.38
H 0.4000 -2.7846 -1.7650 0.66
H -0.5642 -0.3700 -0.2571 -0.24
H -1.5081 1.2630 0.3981 0.48
H -3.4491 2.8605 0.7555 0.45
H -4.0324 -1.7629 -0.5680 0.44
H -0.0499 -2.2791 1.7057 0.31
H 1.6889 -2.6227 1.7443 0.42
H 2.1131 -0.7702 2.8770 0.28
H 0.6173 -0.1323 2.1768 0.45